Molecular formula: C9H20NO5
Method: DFT, wB97M-V/def2-TZVPD

As for the total energy: -785.45528 Ha. The value obtained for the relative energy (zero: lowest compared OMol25 entry of this formula, charge and spin) is 2.361 eV. As for the gap between HOMO and LUMO (alpha / beta): 6.423 / 6.422 eV. Its net charge is +1.

Cartesian coordinates (Å):
C: -0.350 -1.364 -0.952
C: 0.700 -1.560 0.071
C: -0.201 -0.101 -1.817
C: 0.506 -0.476 1.182
C: 0.687 1.722 -0.454
C: 0.413 2.890 0.441
C: -1.449 0.573 2.268
C: -1.169 -0.054 -2.968
C: -0.652 -0.798 2.194
N: 1.682 -0.069 1.976
O: -0.335 1.089 -1.064
O: -0.516 -2.577 -1.618
O: 0.669 -2.784 0.697
O: 1.939 1.292 -0.526
O: -1.101 1.063 -3.791
H: -1.387 -1.238 -0.405
H: 1.746 -1.467 -0.406
H: 0.738 0.021 -2.365
H: 0.542 2.580 1.478
H: -0.637 3.172 0.345
H: 0.941 3.819 0.185
H: -1.554 0.812 1.205
H: -0.861 1.440 2.713
H: -2.409 0.362 2.873
H: -2.233 -0.433 -2.702
H: -0.816 -0.922 -3.546
H: -1.280 -1.550 1.671
H: -0.327 -1.089 3.204
H: 1.292 0.352 2.850
H: 2.297 0.634 1.440
H: 2.273 -0.948 2.154
H: 0.255 -2.950 -1.973
H: 0.286 -3.561 0.234
H: 2.010 0.418 -1.049
H: -1.700 1.699 -3.544

Atomic forces in eV per Å
-2.52 0.10 1.17
2.07 1.97 2.16
0.87 0.11 -0.96
-1.19 0.34 -0.56
-1.26 -3.90 1.25
-0.87 0.46 -0.90
-0.32 -1.24 1.15
-2.00 -2.45 -0.41
0.35 2.06 -1.83
1.73 -1.07 -0.67
1.10 3.25 1.04
-2.44 0.54 -0.53
-0.13 -2.24 0.67
-0.49 -0.38 -1.75
2.39 -2.15 -0.66
1.91 -0.05 -0.91
-0.92 0.15 0.15
0.56 -0.56 0.22
0.39 0.11 -0.18
-0.07 -0.32 -0.05
0.45 -0.59 0.09
-0.85 0.23 0.40
-0.66 -1.19 -0.14
1.26 0.96 -1.13
1.42 1.20 -0.05
-0.15 0.29 -0.24
0.22 0.30 1.04
-0.08 -0.52 -0.35
0.91 -0.50 -0.74
-0.95 -1.13 1.16
-0.49 1.65 0.53
2.00 -0.49 -0.85
0.28 1.11 -0.07
-0.25 1.65 0.96
-2.25 2.31 1.00


Molecular formula: C44H53BrF2Ge2IN7O2PPb
Method: DFT, wB97M-V/def2-TZVPD

As for the total energy: -10001.48301 Ha. As for the gap between HOMO and LUMO: 5.737 eV. Its net charge is +1.

Cartesian coordinates (Å):
Pb: 1.608 -1.084 1.308
C: -4.504 -0.561 -1.660
C: -3.100 -0.301 -1.104
Ge: -1.776 0.052 -2.527
C: -1.146 -1.661 -3.285
C: -2.245 -2.432 -4.023
C: -2.540 1.211 -3.908
C: -1.797 2.334 -3.949
Ge: -0.369 2.041 -2.599
C: 1.430 1.895 -3.390
C: 1.741 2.920 -4.486
C: -0.287 3.207 -1.016
C: 0.353 4.583 -1.211
C: -2.013 3.494 -4.841
C: -1.281 4.663 -4.646
C: -1.462 5.775 -5.457
C: -2.383 5.731 -6.491
C: -3.115 4.569 -6.707
C: -2.932 3.465 -5.892
H: -5.224 -0.736 -0.859
H: -4.530 -1.425 -2.325
H: -4.856 0.298 -2.234
H: -2.764 -1.153 -0.503
H: -3.127 0.561 -0.434
H: -0.734 -2.285 -2.490
H: -0.319 -1.433 -3.963
H: -3.030 -2.759 -3.340
H: -1.848 -3.324 -4.512
H: -2.716 -1.816 -4.790
H: -3.409 1.059 -4.549
H: 1.527 0.885 -3.793
H: 2.154 1.980 -2.574
H: 1.003 2.882 -5.288
H: 2.722 2.735 -4.928
H: 1.742 3.940 -4.099
H: 0.289 2.635 -0.283
H: -1.295 3.301 -0.605
H: 1.326 4.510 -1.704
H: 0.511 5.082 -0.252
H: -0.274 5.239 -1.813
H: -0.553 4.701 -3.846
H: -0.881 6.672 -5.282
H: -2.528 6.592 -7.130
H: -3.831 4.525 -7.518
H: -3.506 2.566 -6.083
F: -2.949 1.882 1.833
C: -1.621 1.868 1.991
C: -0.908 0.739 1.628
C: 0.452 0.746 1.819
C: 1.144 1.827 2.361
C: 0.372 2.946 2.664
F: 0.948 4.066 3.135
C: -0.999 2.988 2.496
C: 2.605 1.706 2.628
C: 3.312 2.564 3.465
C: 4.658 2.334 3.694
C: 5.282 1.258 3.086
C: 4.515 0.442 2.281
N: 3.219 0.664 2.057
H: -1.434 -0.117 1.215
H: -1.557 3.878 2.750
H: 2.815 3.391 3.942
H: 5.211 2.991 4.352
H: 6.328 1.040 3.244
H: 4.937 -0.434 1.803
C: -2.086 -5.251 2.677
N: -0.705 -5.489 2.250
C: -0.693 -5.795 0.814
N: -1.338 -4.760 0.015
C: -2.711 -4.585 0.469
N: -2.794 -4.236 1.892
C: -2.304 -2.883 2.149
P: -0.484 -2.814 1.806
C: 0.173 -4.363 2.559
C: -0.600 -3.501 0.056
H: -2.089 -4.956 3.727
H: -2.634 -6.189 2.582
H: -1.231 -6.729 0.653
H: 0.339 -5.924 0.487
H: -3.243 -5.523 0.312
H: -3.199 -3.804 -0.118
H: -2.516 -2.568 3.166
H: -2.811 -2.197 1.467
H: 0.293 -4.247 3.635
H: 1.159 -4.550 2.132
H: 0.427 -3.648 -0.302
H: -1.102 -2.760 -0.574
I: 3.657 -3.064 1.477
Br: 3.111 -2.532 6.040
C: 1.501 -1.720 6.611
C: 1.319 -1.556 7.975
C: 0.141 -1.004 8.455
C: -0.867 -0.633 7.578
C: -0.690 -0.821 6.218
C: 0.499 -1.351 5.720
C: 0.636 -1.465 4.240
O: 1.705 -1.169 3.679
O: -0.410 -1.824 3.598
H: 2.099 -1.866 8.656
H: 0.011 -0.873 9.521
H: -1.788 -0.205 7.951
H: -1.467 -0.545 5.518
N: 5.448 0.783 -2.605
C: 4.341 0.044 -2.351
C: 3.646 0.159 -1.131
N: 2.548 -0.539 -0.915
C: 2.112 -1.368 -1.874
C: 2.813 -1.477 -3.058
N: 3.919 -0.786 -3.300
H: 5.890 1.327 -1.889
H: 5.958 0.591 -3.450
H: 3.976 0.837 -0.353
H: 1.211 -1.935 -1.691
H: 2.471 -2.147 -3.838

Atomic forces in eV per Å
-0.18 -0.07 0.99
0.02 0.03 0.04
-0.04 0.02 0.05
-0.08 -0.09 -0.13
-0.03 0.00 -0.05
0.04 0.04 -0.01
-0.09 -0.04 -0.03
0.04 0.07 -0.02
-0.01 0.04 -0.01
0.03 0.04 -0.02
0.02 -0.04 0.03
-0.01 0.03 0.01
0.00 -0.04 0.03
0.05 0.02 0.03
-0.03 0.03 -0.03
-0.01 -0.05 0.00
0.02 -0.01 0.03
-0.01 -0.01 0.00
-0.02 -0.01 -0.02
0.00 0.00 0.00
0.01 -0.02 0.00
0.01 0.00 0.01
0.01 -0.01 -0.02
0.01 0.00 0.00
0.01 -0.03 -0.05
-0.02 0.02 -0.03
0.00 -0.01 0.02
0.00 0.00 0.00
0.01 0.00 0.00
0.04 0.00 0.04
-0.01 0.00 -0.02
0.00 0.01 0.00
0.00 -0.01 0.00
-0.01 0.00 0.01
0.00 -0.01 0.01
0.01 -0.02 0.03
0.00 0.02 -0.02
0.00 -0.01 0.01
0.00 0.00 -0.01
-0.01 0.01 0.00
0.01 0.00 0.01
0.00 0.00 0.00
0.00 0.00 0.00
0.00 0.00 0.00
0.01 0.01 0.00
0.03 0.01 0.00
-0.03 0.03 0.02
-0.04 -0.09 -0.07
0.17 0.15 -0.28
0.09 -0.07 -0.02
-0.02 0.04 0.04
-0.01 -0.04 -0.01
-0.02 0.03 0.00
-0.08 0.01 -0.05
0.05 0.09 0.04
-0.04 0.02 -0.01
0.01 0.01 0.00
-0.04 -0.03 -0.02
0.17 -0.12 0.03
0.01 0.03 0.00
0.01 0.00 0.00
0.01 -0.01 0.00
-0.01 0.00 0.00
0.00 0.00 0.00
-0.01 0.01 0.01
0.00 0.02 0.04
-0.01 0.11 -0.11
-0.09 0.15 0.18
0.06 -0.05 -0.53
0.11 0.03 0.19
0.20 0.07 -0.08
-0.16 0.05 -0.18
0.46 -0.16 -0.80
-0.04 -0.11 0.06
-0.18 -0.20 0.55
0.00 0.00 0.01
-0.01 -0.02 -0.02
0.00 -0.03 0.04
0.01 0.01 -0.02
-0.04 -0.01 0.03
0.01 0.00 -0.02
0.04 -0.09 0.06
-0.02 0.04 0.03
-0.08 0.00 0.05
0.02 -0.01 0.02
-0.06 -0.04 -0.08
0.05 -0.03 0.01
-0.24 0.32 -0.24
0.03 -0.03 0.01
0.03 0.00 0.03
0.00 0.01 0.06
0.03 -0.01 0.00
-0.01 0.00 -0.03
-0.04 0.02 0.03
0.02 0.04 -0.06
-0.30 0.00 -0.17
0.37 -0.01 -0.07
-0.06 0.11 0.53
0.00 0.00 0.00
0.00 0.00 0.00
0.00 -0.01 0.00
0.00 -0.01 0.00
-0.08 -0.02 0.03
0.07 0.04 -0.05
-0.10 0.17 0.11
-0.05 -0.29 -0.07
-0.02 0.07 -0.01
0.03 0.02 -0.04
0.00 -0.06 -0.03
0.00 0.00 0.00
0.00 0.00 -0.01
0.01 -0.05 0.00
0.00 -0.01 0.00
0.00 0.00 0.00


Molecular formula: BrH2NOS2
Method: DFT, wB97M-V/def2-TZVPD

As for the total energy: -3501.44123 Ha. The value obtained for the relative energy (zero: lowest compared OMol25 entry of this formula, charge and spin) is 1.865 eV. As for the gap between HOMO and LUMO: 9.046 eV.

Cartesian coordinates (Å):
N: -0.319 0.139 0.730
O: 0.681 2.400 0.055
S: 2.409 0.096 0.213
S: 0.786 0.956 -0.120
Br: -2.052 0.509 0.188
H: -0.052 -1.001 1.238
H: 0.324 0.784 -1.610

Atomic forces in eV per Å
-0.01 -4.21 2.38
-0.34 -1.50 0.11
0.78 -0.48 0.10
0.08 1.64 -3.10
-0.22 -0.27 0.20
-0.99 4.83 -2.52
0.69 0.00 2.82


Molecular formula: C50H55BN12O2RuS3
Method: DFT, wB97M-V/def2-TZVPD

As for the total energy: -4060.22080 Ha. The value obtained for the relative energy (zero: lowest compared OMol25 entry of this formula, charge and spin) is 2.092 eV. As for the gap between HOMO and LUMO (alpha / beta): 5.103 / 6.576 eV. As for the expectation value of S²: 1.036. Its net charge is +1. The spin multiplicity is 2.

Cartesian coordinates (Å):
Ru: 0.367 -0.230 -0.420
C: -5.090 -1.290 -3.633
C: -3.875 -1.539 -2.742
C: -2.620 -1.040 -3.458
C: -3.808 -3.035 -2.419
N: -4.017 -0.790 -1.487
C: -5.050 0.032 -1.128
C: -4.810 0.467 0.131
N: -3.630 -0.076 0.560
B: -3.107 0.184 1.988
N: -2.565 1.614 2.101
C: -2.681 2.313 3.268
C: -2.195 3.558 3.070
N: -1.774 3.636 1.768
C: -1.990 2.425 1.190
S: -1.625 1.978 -0.409
C: -1.292 4.850 1.099
C: 0.105 4.580 0.542
C: -1.223 6.006 2.097
C: -2.289 5.199 -0.010
N: -2.061 -0.836 2.522
C: -2.490 -1.963 3.167
C: -1.452 -2.500 3.845
N: -0.350 -1.714 3.614
C: -0.744 -0.711 2.779
S: 0.258 0.516 2.160
C: 0.913 -1.808 4.369
C: 0.913 -0.654 5.377
C: 0.978 -3.141 5.119
C: 2.133 -1.734 3.450
C: -3.148 -0.816 -0.450
S: -1.702 -1.703 -0.382
H: -4.973 -1.866 -4.546
H: -5.174 -0.242 -3.907
H: -6.009 -1.613 -3.150
H: -2.468 -1.592 -4.381
H: -1.726 -1.151 -2.845
H: -2.735 0.017 -3.689
H: -3.784 -3.606 -3.342
H: -4.686 -3.336 -1.850
H: -2.922 -3.279 -1.841
H: -5.868 0.255 -1.778
H: -5.390 1.116 0.754
H: -4.046 0.102 2.715
H: -3.109 1.870 4.141
H: -2.124 4.369 3.761
H: 0.756 4.209 1.333
H: 0.529 5.492 0.131
H: 0.054 3.831 -0.242
H: -0.531 5.790 2.908
H: -2.204 6.237 2.506
H: -0.865 6.890 1.576
H: -2.333 4.404 -0.751
H: -1.990 6.120 -0.501
H: -3.284 5.336 0.411
H: -3.507 -2.284 3.103
H: -1.433 -3.369 4.464
H: 0.025 -0.700 6.003
H: 0.920 0.300 4.859
H: 1.786 -0.713 6.020
H: 0.233 -3.205 5.909
H: 1.958 -3.223 5.586
H: 0.867 -3.982 4.436
H: 2.101 -0.856 2.809
H: 2.193 -2.622 2.827
H: 3.032 -1.683 4.059
C: 9.913 -10.616 0.918
O: 9.990 -9.520 0.033
C: 8.969 -8.639 -0.002
C: 9.095 -7.594 -0.924
C: 8.120 -6.632 -1.033
C: 6.977 -6.684 -0.228
C: 6.851 -7.735 0.682
C: 7.827 -8.701 0.797
C: 5.927 -5.697 -0.306
N: 4.790 -5.762 0.357
C: 4.099 -4.646 0.028
C: 4.839 -3.864 -0.865
N: 5.998 -4.557 -1.067
C: 4.357 -2.644 -1.390
C: 5.049 -1.842 -2.310
C: 4.442 -0.705 -2.782
C: 3.167 -0.379 -2.313
N: 2.515 -1.091 -1.420
C: 3.068 -2.221 -0.957
C: 2.296 -3.021 -0.036
N: 1.072 -2.585 0.320
C: 0.333 -3.360 1.085
C: 0.747 -4.595 1.592
C: 2.009 -5.041 1.289
C: 2.802 -4.252 0.447
H: 10.815 -11.200 0.741
H: 9.033 -11.232 0.710
H: 9.892 -10.287 1.963
H: 9.976 -7.565 -1.545
H: 8.246 -5.846 -1.763
H: 5.967 -7.775 1.297
H: 7.696 -9.498 1.511
H: 6.757 -4.298 -1.675
H: 6.037 -2.124 -2.642
H: 4.922 -0.070 -3.511
H: 2.662 0.491 -2.705
H: -0.665 -3.016 1.313
H: 0.074 -5.167 2.209
H: 2.407 -5.972 1.662
O: 0.163 0.477 -2.543
C: 0.351 1.549 -3.200
C: -0.233 1.669 -4.494
C: -0.048 2.769 -5.287
C: 0.731 3.834 -4.836
C: 1.323 3.759 -3.595
C: 1.174 2.645 -2.763
C: 1.898 2.588 -1.514
N: 1.746 1.726 -0.517
C: 2.676 2.025 0.425
C: 3.418 3.091 0.012
N: 2.921 3.437 -1.211
H: -0.830 0.836 -4.831
H: -0.513 2.816 -6.260
H: 0.867 4.708 -5.452
H: 1.911 4.601 -3.256
H: 2.747 1.458 1.333
H: 4.228 3.617 0.475
H: 3.276 4.174 -1.798

Atomic forces in eV per Å
-1.11 3.53 -0.31
0.10 0.04 0.24
0.17 -0.44 -0.75
0.09 -0.01 0.18
0.02 0.07 0.02
0.28 0.37 0.90
-0.31 0.31 0.25
-0.25 0.02 -0.19
-0.23 -0.45 -0.49
0.36 0.04 -0.34
-0.04 0.64 -0.07
0.06 0.23 0.19
-0.16 -0.12 0.41
-0.21 -0.82 0.19
-0.08 -0.15 -0.03
0.97 -1.19 -0.79
0.29 0.60 -0.48
-0.08 -0.06 -0.02
-0.07 -0.23 -0.08
0.08 -0.05 0.10
0.35 -0.20 0.40
0.04 -0.35 0.27
-0.44 -0.17 -0.05
-0.75 0.18 -0.53
0.06 0.07 0.22
0.44 -0.12 -1.57
0.75 0.10 0.40
-0.02 -0.08 -0.11
-0.11 0.14 -0.09
-0.02 0.08 -0.09
0.08 0.22 0.12
1.69 -0.17 -0.24
0.05 -0.04 -0.06
-0.04 0.15 -0.06
-0.16 -0.04 0.03
-0.08 -0.08 -0.17
-0.13 0.04 -0.16
0.01 0.12 -0.07
-0.02 -0.05 -0.15
-0.14 -0.04 0.02
-0.01 -0.04 -0.07
-0.17 -0.01 -0.10
-0.14 0.13 0.12
-0.21 0.00 0.19
-0.09 -0.06 0.23
-0.01 0.18 0.06
0.10 0.02 0.06
0.01 0.17 -0.01
0.09 0.07 0.01
0.07 0.01 0.10
-0.08 0.06 0.07
0.02 0.01 -0.06
0.00 0.05 -0.08
0.05 0.12 -0.06
-0.08 0.06 0.04
-0.26 -0.11 0.04
0.04 -0.17 0.14
-0.12 -0.03 0.09
0.05 0.13 -0.03
0.14 -0.01 0.04
-0.08 -0.04 0.06
0.02 0.05 -0.01
-0.02 -0.06 -0.02
0.09 -0.17 0.10
0.07 -0.13 -0.05
0.05 -0.05 0.13
-0.02 -0.22 0.18
-0.01 0.25 -0.21
-0.15 0.23 -0.08
0.17 -0.19 0.07
-0.27 -0.12 0.22
0.50 -0.52 0.07
-0.03 0.39 -0.31
0.30 -0.28 0.04
-0.54 0.35 0.10
0.27 -0.45 0.13
0.86 0.77 -0.92
-0.81 -0.50 0.76
0.19 -0.16 -0.01
-0.40 0.35 -0.05
-0.27 0.16 0.07
0.07 -0.25 0.10
-0.06 0.25 -0.23
-0.53 0.00 0.32
0.64 -0.02 -0.27
0.03 -0.54 0.37
-0.03 0.46 -0.14
-0.20 -0.13 0.18
0.35 -0.02 -0.17
-0.24 0.24 0.00
-0.24 0.40 -0.07
-0.10 0.03 0.06
0.06 0.02 0.02
-0.01 -0.01 -0.08
0.12 0.00 -0.07
0.06 0.09 -0.10
-0.09 -0.03 0.09
0.01 -0.07 0.06
-0.06 -0.03 0.11
0.08 -0.02 -0.07
0.01 0.04 -0.02
-0.06 0.04 0.04
0.04 0.08 0.04
-0.10 -0.07 0.08
0.03 -0.13 0.02
-0.43 -2.25 1.69
0.61 1.47 -0.38
0.03 -0.15 0.30
0.03 -0.01 0.17
0.16 0.25 0.09
-0.13 -0.01 -0.24
-0.51 -0.46 -0.39
-0.02 -0.05 -0.11
-0.72 -1.37 -0.29
0.65 0.40 0.37
0.03 -0.31 0.55
-0.31 -0.13 -0.14
-0.06 -0.11 -0.04
-0.04 -0.01 -0.11
0.02 0.11 -0.04
0.05 0.14 0.01
0.09 -0.03 0.16
0.11 0.06 0.07
-0.12 -0.13 0.01


Molecular formula: C17H21N3O3S
Method: DFT, wB97M-V/def2-TZVPD

As for the total energy: -1448.59823 Ha. The value obtained for the relative energy (zero: lowest compared OMol25 entry of this formula, charge and spin) is 1.800 eV. As for the gap between HOMO and LUMO: 9.079 eV. Its structure (SMILES) is Cc1cc(C)c(NC(=O)c2ccc(S(=O)(=O)N(C)C)cc2)c(C)n1.

Cartesian coordinates (Å):
C: -3.007 -3.516 -0.346
C: -2.800 -2.044 -0.182
C: -1.965 -1.530 0.802
C: -1.787 -0.158 0.922
C: -0.926 0.394 2.015
C: -2.459 0.657 0.006
N: -2.351 2.062 0.024
C: -1.243 2.845 -0.066
O: -1.322 4.051 0.047
C: 0.056 2.152 -0.321
C: 0.177 1.115 -1.242
C: 1.405 0.507 -1.435
C: 2.504 0.949 -0.722
S: 4.052 0.051 -0.857
O: 4.067 -0.667 -2.095
O: 5.136 0.929 -0.540
N: 3.954 -1.081 0.372
C: 4.055 -0.545 1.705
C: 2.950 -2.095 0.178
C: 2.410 2.010 0.159
C: 1.183 2.619 0.352
C: -3.312 0.058 -0.932
C: -4.094 0.891 -1.900
N: -3.463 -1.251 -1.013
H: -3.716 -3.695 -1.147
H: -3.388 -3.950 0.577
H: -2.064 -4.005 -0.585
H: -1.465 -2.199 1.488
H: -1.185 1.427 2.235
H: 0.125 0.361 1.728
H: -1.048 -0.202 2.917
H: -3.222 2.578 0.058
H: -0.677 0.786 -1.815
H: 1.533 -0.297 -2.142
H: 4.810 0.237 1.681
H: 4.375 -1.333 2.388
H: 3.103 -0.129 2.061
H: 3.193 -2.966 0.787
H: 1.943 -1.743 0.443
H: 2.972 -2.374 -0.872
H: 3.300 2.353 0.663
H: 1.077 3.455 1.026
H: -4.872 1.449 -1.380
H: -4.564 0.238 -2.630
H: -3.448 1.604 -2.410

Atomic forces in eV per Å
0.04 -0.03 0.03
0.20 0.01 0.26
-0.09 0.14 -0.19
-0.22 0.00 -0.06
-0.01 -0.05 0.01
-0.08 -0.67 0.05
-0.64 0.04 0.01
0.03 0.14 -0.08
0.15 0.12 0.06
0.35 0.08 -0.14
0.08 0.12 0.08
-0.04 -0.10 -0.16
0.58 -0.36 -0.08
0.02 -0.26 0.23
-0.34 -0.05 0.04
-0.20 0.16 0.24
0.28 0.64 -0.85
0.12 0.27 0.32
-0.26 -0.28 -0.21
0.05 0.13 0.11
-0.14 -0.05 -0.07
0.31 0.41 0.16
0.05 -0.02 0.00
-0.29 -0.24 -0.28
-0.02 -0.04 -0.02
-0.02 -0.10 0.05
0.05 -0.11 -0.01
0.06 -0.08 0.10
0.03 0.04 0.08
0.08 0.03 0.02
0.01 -0.01 0.05
0.21 0.08 0.02
-0.06 -0.05 -0.03
-0.06 -0.08 -0.12
0.01 0.00 0.26
-0.01 0.00 -0.02
0.00 -0.02 0.03
0.00 0.02 0.00
0.00 -0.02 0.03
-0.15 -0.22 0.04
0.06 0.10 0.10
0.00 0.08 0.04
-0.09 0.12 -0.03
-0.03 -0.01 -0.01
-0.01 0.11 -0.05